Below is C37H43InN5P2S2 as an isolated structure, with properties calculated with ωB97M-V/def2-TZVPD.

The geometry in XYZ format:
```
90
Properties=species:S:1:pos:R:3
In -0.2219 -0.2846 -0.0562
C -1.4416 2.5621 0.7659
C -2.4381 1.8948 -0.1710
N -2.4867 0.4329 0.0086
C -3.3011 -0.1077 1.1117
C -2.6964 0.0953 2.4926
S -0.9551 -0.4107 2.5506
C -0.0558 1.0806 3.0771
C 0.6400 1.8764 1.9692
N -0.1188 1.8925 0.6972
H -1.7828 2.5481 1.7971
H -1.3471 3.6115 0.4844
H -2.1059 2.0736 -1.1988
H -3.4261 2.3484 -0.0631
H -2.8766 0.0368 -0.8439
H -3.3902 -1.1780 0.9268
H -4.3091 0.3165 1.1082
H -3.2320 -0.5371 3.1993
H -2.7740 1.1165 2.8584
H 0.7118 0.7349 3.7684
H -0.7593 1.6703 3.6628
H 1.6109 1.4278 1.7559
H 0.8195 2.8894 2.3367
H 0.4596 2.3717 0.0114
C 1.6997 -0.9089 -3.7491
N 0.4090 -1.3215 -3.1081
P 0.6799 -2.2650 -1.7089
C 1.7674 -3.5980 -2.2073
C 3.0646 -3.7223 -1.7176
C 3.8510 -4.7907 -2.1279
C 3.3420 -5.7120 -3.0303
C 2.0463 -5.5815 -3.5244
C 1.2454 -4.5334 -3.1087
C -0.7781 -3.1606 -1.0427
C -0.4277 -4.2598 -0.2448
C -1.3924 -4.9591 0.4653
C -2.7283 -4.5911 0.3831
C -3.0857 -3.4960 -0.3881
C -2.1203 -2.7701 -1.0780
P -0.6807 -0.0617 -2.8124
C -2.2855 -0.5767 -3.4193
C -3.4040 0.1946 -3.0868
C -4.6366 -0.0948 -3.6474
C -4.7561 -1.1568 -4.5379
C -3.6487 -1.9248 -4.8677
C -2.4082 -1.6390 -4.3122
C -0.2234 1.3594 -3.7935
C 0.2410 2.5100 -3.1560
C 0.4940 3.6623 -3.8851
C 0.2910 3.6597 -5.2571
C -0.1562 2.5104 -5.9030
C -0.4345 1.3667 -5.1758
H 2.4216 -1.7151 -3.6460
H 2.1044 -0.0049 -3.2901
H 1.5363 -0.7273 -4.8071
H 3.4675 -3.0008 -1.0230
H 4.8564 -4.8943 -1.7430
H 3.9555 -6.5423 -3.3538
H 1.6613 -6.3020 -4.2333
H 0.2289 -4.4488 -3.4735
H 0.6010 -4.5928 -0.1924
H -1.0984 -5.8070 1.0699
H -3.4861 -5.1675 0.8968
H -4.1279 -3.2141 -0.4771
H -2.4547 -1.9495 -1.6981
H -3.3152 1.0503 -2.4231
H -5.4999 0.5101 -3.4049
H -5.7157 -1.3766 -4.9863
H -3.7473 -2.7435 -5.5677
H -1.5414 -2.2290 -4.5805
H 0.4233 2.5014 -2.0851
H 0.8421 4.5583 -3.3894
H 0.4764 4.5585 -5.8298
H -0.2997 2.5134 -6.9749
H -0.8147 0.4873 -5.6818
N 4.9960 -4.2604 3.7118
C 5.0037 -3.7382 2.4792
S 6.1532 -4.0050 1.3526
C 3.8101 -2.8955 2.1279
C 2.5334 -3.1566 2.6060
C 1.4682 -2.3819 2.1698
N 1.6148 -1.3809 1.2949
C 2.8600 -1.1125 0.8593
C 3.9658 -1.8264 1.2468
H 5.7799 -4.8275 3.9982
H 4.3278 -3.9949 4.4149
H 2.3391 -3.9859 3.2733
H 0.4677 -2.5914 2.5187
H 2.9649 -0.2920 0.1560
H 4.9492 -1.5851 0.8661
```

## Properties
Molar mass (g mol⁻¹): 798.686
Electronic energy (Ha): -3377.8691
Charge: +3
Gap between HOMO and LUMO (eV): 5.85
Energy above the lowest of the compared OMol25 structures with the same formula, charge and spin (eV): 0.978
E_HOMO (hartree): -0.54655